ORCA calculation (ωB97M-V/def2-TZVPD) on an isolated molecule of C23H26N2O5.

The multiplicity is 1. The energy above the lowest of the compared OMol25 structures with the same formula, charge and spin comes out at 0.0 kcal/mol. The value obtained for the HOMO energy is -9.10 eV. The gap between HOMO and LUMO comes out at 9.83 eV. The total charge is 0.

Each line ends with the Löwdin charge.
Atoms and positions in Å:
O  -0.568  0.993  0.697  0.113
C  -0.317  0.494  1.765  -0.534
O  0.889  0.535  2.326  0.101
C  -1.299  -0.290  2.595  -0.043
C  -1.494  -1.678  1.949  -0.242
C  -0.168  -2.457  1.829  -0.112
N  0.660  -2.014  0.729  0.093
C  0.414  -2.403  -0.533  -0.425
O  -0.468  -3.175  -0.845  0.081
C  1.402  -1.800  -1.559  -0.163
C  1.175  -2.393  -2.948  -0.117
C  0.058  -1.511  -3.504  -0.141
C  0.417  -0.119  -2.989  -0.112
N  1.150  -0.382  -1.763  0.027
C  1.626  0.583  -0.972  -0.527
O  2.251  0.371  0.063  0.036
O  1.377  1.802  -1.463  0.028
C  1.721  2.910  -0.634  -0.109
C  1.939  4.127  -1.489  -0.192
C  2.681  4.035  -2.659  -0.032
C  2.896  5.156  -3.441  -0.081
C  2.378  6.381  -3.056  -0.093
C  1.641  6.479  -1.888  -0.084
C  1.418  5.356  -1.110  -0.038
C  -2.501  -2.478  2.736  -0.206
C  -3.700  -2.863  2.152  -0.026
C  -4.629  -3.600  2.865  -0.081
C  -4.371  -3.962  4.175  -0.095
C  -3.177  -3.585  4.766  -0.082
C  -2.249  -2.849  4.052  -0.040
H  1.564  0.815  1.664  0.098
H  -0.915  -0.390  3.609  0.122
H  -2.259  0.227  2.611  0.138
H  -1.876  -1.531  0.934  0.144
H  0.413  -2.376  2.749  0.133
H  -0.413  -3.508  1.644  0.135
H  1.379  -1.320  0.889  0.111
H  2.421  -1.942  -1.183  0.161
H  0.877  -3.437  -2.882  0.117
H  2.079  -2.306  -3.551  0.120
H  -0.005  -1.545  -4.589  0.112
H  -0.893  -1.836  -3.082  0.113
H  -0.455  0.502  -2.776  0.133
H  1.061  0.421  -3.692  0.129
H  0.904  3.073  0.078  0.128
H  2.635  2.666  -0.075  0.142
H  3.085  3.079  -2.957  0.115
H  3.471  5.074  -4.352  0.102
H  2.548  7.256  -3.665  0.100
H  1.233  7.432  -1.584  0.102
H  0.836  5.434  -0.203  0.112
H  -3.903  -2.589  1.127  0.115
H  -5.557  -3.892  2.396  0.102
H  -5.095  -4.536  4.734  0.100
H  -2.967  -3.867  5.788  0.102
H  -1.321  -2.565  4.525  0.112